Below is a gas-phase ion, C4H3O2S (charge -1), with properties calculated with ωB97M-V/def2-TZVPD.

Each line ends with the Mulliken charge.
Geometry (Å):
C (-0.21059, 0.52693, -0.21656)  0.0836
C (-0.88830, -0.36976, 0.63070)  -0.0850
C (0.44861, -0.31693, -1.44614)  0.5353
C (0.37812, 0.30179, 1.15398)  -0.5752
O (-0.26891, -0.40439, -2.42714)  -0.6678
O (1.62723, -0.60309, -1.19138)  -0.6855
S (-1.86036, -1.60265, 1.08108)  -0.4141
H (-0.59348, 1.52142, -0.57489)  0.2784
H (1.23464, -0.24920, 1.09721)  0.3308
H (0.13302, 1.19587, 1.89316)  0.1996

* energy above the lowest of the compared OMol25 structures with the same formula, charge and spin: 0.800 eV
* calculated total energy: -702.88122 hartree
* HOMO: -4.22 eV
* net charge: -1
* HOMO-LUMO gap: 7.7 eV


Below is a molecular structure, C24H44BrN7P2SY, with properties calculated with ωB97M-V/def2-TZVPD.

Each line ends with the Mulliken charge.
Geometry (Å):
Y (-0.11445, 0.10460, -0.49667)  0.4001
N (-0.58596, 2.36852, 0.61838)  -0.4128
C (-1.93966, 2.88705, 0.32251)  -0.0119
C (-2.96668, 1.85959, 0.76209)  -1.2867
N (-2.76408, 0.54764, 0.10082)  0.1870
C (-3.63749, 0.32544, -1.07736)  -1.1628
C (-2.94854, 0.63219, -2.39400)  -0.2404
N (-1.75431, -0.23438, -2.53386)  -0.4702
H (-0.49894, 2.22070, 1.62517)  0.2357
H (0.09039, 3.09299, 0.39490)  0.1277
H (-2.01730, 3.07240, -0.74993)  -0.0226
H (-2.13865, 3.82467, 0.84432)  0.4974
H (-3.97001, 2.24333, 0.56703)  0.4028
H (-2.87336, 1.71991, 1.84103)  0.4542
H (-3.05605, -0.14837, 0.77822)  0.1264
H (-4.55244, 0.91708, -1.00507)  0.4124
H (-3.93487, -0.72583, -1.08999)  0.4237
H (-2.62608, 1.67438, -2.43975)  0.1241
H (-3.66532, 0.46501, -3.19990)  0.5202
H (-1.32182, -0.04087, -3.43312)  0.2096
H (-2.07653, -1.19817, -2.60286)  0.2763
C (0.43045, 2.34326, -4.28081)  -1.3742
P (0.64018, 2.40835, -2.45660)  1.3930
C (0.14654, 4.16030, -2.19192)  -1.5697
C (2.48632, 2.54794, -2.33136)  -1.2932
C (3.03154, 2.42754, -0.90788)  -1.3243
P (2.70610, 0.80610, -0.08109)  1.4218
C (3.44857, 1.12970, 1.55144)  -1.5101
C (3.97130, -0.28448, -0.82784)  -1.3684
H (1.01290, 3.14497, -4.73461)  0.4978
H (-0.62006, 2.49532, -4.53375)  0.4467
H (0.75283, 1.39303, -4.70448)  0.4061
H (0.72923, 4.79471, -2.85903)  0.5402
H (0.31347, 4.48863, -1.16612)  0.4290
H (-0.90861, 4.28846, -2.43499)  0.4459
H (2.76565, 3.51637, -2.75102)  0.6930
H (2.93829, 1.78351, -2.96885)  0.4617
H (2.62581, 3.21450, -0.26507)  0.4252
H (4.11608, 2.55962, -0.91966)  0.6953
H (4.46388, 1.50106, 1.40719)  0.5471
H (3.47769, 0.20998, 2.13304)  0.4439
H (2.86242, 1.86385, 2.09927)  0.4019
H (4.95882, 0.13784, -0.64153)  0.4911
H (3.82721, -0.39639, -1.90024)  0.3137
H (3.91933, -1.27012, -0.36350)  0.3878
Br (-4.18166, -4.75932, 4.19647)  -0.0905
C (-2.95983, -4.09124, 2.93140)  -0.2307
C (-2.16814, -4.95919, 2.18689)  -0.8120
C (-1.28632, -4.46633, 1.24622)  -1.0310
C (-1.15565, -3.08787, 1.03547)  0.7637
C (-1.95712, -2.23697, 1.79875)  0.3444
C (-2.85210, -2.72100, 2.73237)  -0.6241
N (-0.33595, -2.50431, 0.03236)  0.4997
C (0.36765, -3.26405, -0.71985)  0.5142
C (1.11661, -2.77729, -1.87081)  -0.1615
C (1.80815, -3.68201, -2.66832)  -1.0093
C (2.47186, -3.22754, -3.79760)  -0.6507
C (2.42282, -1.87419, -4.09125)  -1.0737
C (1.72373, -1.03867, -3.23567)  -0.9378
N (1.07710, -1.46097, -2.14778)  0.7726
H (-2.26045, -6.02633, 2.33684)  0.4814
H (-0.72282, -5.18840, 0.67106)  0.3939
H (-1.84057, -1.17251, 1.66842)  -0.0813
H (-3.47124, -2.04722, 3.30984)  0.5308
H (0.40816, -4.33976, -0.57031)  0.2246
H (1.81696, -4.73323, -2.41139)  0.5424
H (3.01100, -3.91415, -4.43642)  0.4862
H (2.91935, -1.47253, -4.96373)  0.5472
H (1.68450, 0.02563, -3.42449)  0.5672
C (-0.26501, 0.63962, 6.66059)  -1.0762
N (0.01611, 0.84749, 5.24382)  -0.1646
C (0.13533, -0.11313, 4.34304)  0.3454
N (-0.00967, -1.37815, 4.72978)  -0.2927
S (0.50912, 0.29912, 2.72122)  -0.3146
H (-0.21120, 1.59804, 7.16646)  0.3586
H (0.46778, -0.02549, 7.12036)  0.3524
H (-1.26630, 0.22952, 6.80357)  0.3616
H (0.15580, 1.78956, 4.92309)  0.2647
H (-0.07812, -1.62353, 5.70597)  0.2173
H (0.16633, -2.11553, 4.07110)  0.1906

* energy above the lowest of the compared OMol25 structures with the same formula, charge and spin: 1.000 eV
* calculated total energy: -5016.79192 hartree
* HOMO: -15.67 eV
* net charge: +3
* HOMO-LUMO gap: 6.8 eV


Below is a molecular structure, C5H4CsLiO6, with properties calculated with ωB97M-V/def2-TZVPD.

Each line ends with the Mulliken charge.
Geometry (Å):
O (-2.02442, 4.63516, 5.45249)  -0.2578
C (-1.86743, 3.68997, 4.81630)  0.7171
O (-1.76136, 2.73880, 4.15237)  -0.5696
O (-1.17517, -0.09941, 1.59366)  -0.6354
Li (-1.49655, 1.35906, 2.77320)  1.1258
O (2.23676, 0.65050, -2.72764)  -0.7384
C (1.58649, -0.36692, -2.39836)  0.7113
O (2.04578, -1.52381, -2.25720)  -0.7385
O (0.26008, -0.14740, -2.16149)  -0.3497
C (-0.52784, -1.22950, -1.69113)  -0.5735
C (-0.27163, -1.49215, -0.15164)  -0.2286
C (-0.94848, -0.31293, 0.43835)  0.2073
Cs (5.82541, -0.87724, -3.95080)  0.9808
H (-0.29200, -2.15066, -2.23780)  0.3597
H (-1.56067, -0.99313, -1.97485)  0.3614
H (0.79096, -1.49830, 0.12677)  0.2910
H (-0.81994, -2.38206, 0.19777)  0.3369

* expectation value of S²: 0.753
* spin multiplicity: 2
* calculated total energy: -671.85754 hartree
* HOMO (spin up / spin down): -9.74 / -9.74 eV
* net charge: +1
* HOMO-LUMO gap (spin up / spin down): 6.7 / 6.5 eV


Below is a molecular structure, C21H55BaNO16P3, with properties calculated with ωB97M-V/def2-TZVPD.

Each line ends with the Mulliken charge.
Geometry (Å):
Ba (-1.79217, -0.29545, 0.95300)  1.3082
O (-3.53085, -2.33035, 0.53936)  -1.0655
H (-3.15999, -2.98388, -0.03795)  0.1311
O (-3.95972, 0.96298, 0.13008)  -0.9019
H (-4.26370, 1.77858, -0.27516)  -0.0416
O (-2.19422, -1.22857, 3.27359)  -0.8635
H (-1.67393, -1.40450, 4.06203)  -0.0416
C (1.21730, -2.47723, 1.40001)  0.5343
O (0.65634, -1.42921, 1.65805)  -0.0330
N (1.87617, -3.18846, 2.32988)  0.1858
C (2.52147, -4.44885, 2.06433)  -0.9501
C (2.03676, -2.66988, 3.67071)  -0.9412
H (1.32167, -2.92202, 0.40113)  -0.4477
H (2.34580, -5.13231, 2.89819)  0.3434
H (3.61266, -4.32925, 2.04893)  0.3426
H (2.20903, -4.94897, 1.15005)  0.2171
H (1.20378, -2.01736, 3.91931)  0.1218
H (1.97386, -3.45746, 4.42790)  0.3715
H (3.03238, -2.23157, 3.77514)  0.3362
C (-0.12240, -1.95479, -5.50061)  -1.4929
C (0.24925, -1.16938, -4.26314)  0.0515
O (0.75841, -2.06189, -3.23480)  0.6129
P (-0.17647, -2.78511, -2.16949)  -1.6643
O (-0.67960, -1.88946, -1.10989)  1.3049
O (-1.29583, -3.49085, -3.08954)  -0.0437
C (-2.32416, -4.31248, -2.51619)  0.2197
C (-3.10448, -4.83172, -3.71421)  -1.4068
O (0.69715, -3.99951, -1.63119)  -0.1908
C (1.54240, -4.82872, -2.42359)  -0.4063
C (2.84610, -4.16363, -2.82890)  -1.0059
H (0.61957, -2.67815, -5.84889)  0.2616
H (-0.99258, -2.58389, -5.30433)  0.2859
H (-0.29520, -1.30760, -6.36200)  0.4479
H (1.17254, -0.61764, -4.45093)  0.1554
H (-0.54437, -0.53341, -3.87624)  0.2508
H (-1.89351, -5.16511, -1.98284)  0.2652
H (-2.92580, -3.72164, -1.83265)  -0.0959
H (-3.49099, -4.04023, -4.35827)  0.2944
H (-2.50468, -5.48276, -4.35571)  0.3156
H (-3.98460, -5.41451, -3.43246)  0.4135
H (1.78886, -5.69721, -1.81324)  0.4063
H (1.00924, -5.22992, -3.28986)  0.2884
H (2.82622, -3.30322, -3.49070)  0.1369
H (3.43641, -3.94915, -1.93559)  0.2650
H (3.45258, -4.88611, -3.38808)  0.4669
C (-4.00910, 2.66110, 4.36722)  -1.1118
C (-2.62831, 2.56075, 5.00857)  0.2012
O (-1.73072, 3.52912, 4.45964)  -0.3793
P (-0.84311, 3.03971, 3.22283)  -0.0227
O (-1.60225, 2.16570, 2.32823)  1.0544
O (-0.41555, 4.42182, 2.58829)  -0.3115
C (-1.39387, 5.32944, 2.12400)  -0.4566
C (-1.82202, 5.10203, 0.68375)  -0.6474
O (0.54451, 2.47547, 3.76062)  -0.3608
C (0.77416, 1.10921, 4.07000)  0.5939
C (2.14556, 0.91434, 4.69825)  -1.5705
H (-4.19652, 3.60064, 3.84798)  0.2258
H (-4.16797, 1.83514, 3.67327)  0.2278
H (-4.77962, 2.62291, 5.14165)  0.3812
H (-2.76460, 2.57562, 6.09655)  0.4516
H (-2.20069, 1.55340, 4.94044)  -0.1701
H (-2.26765, 5.41357, 2.77589)  0.3149
H (-0.94007, 6.32481, 2.21603)  0.3446
H (-2.35202, 4.14527, 0.65189)  0.1736
H (-2.41362, 5.96775, 0.38646)  0.4268
H (-0.99931, 4.97752, -0.02271)  0.0095
H (0.00037, 0.72895, 4.74046)  0.1816
H (0.70896, 0.53235, 3.14322)  -0.0156
H (2.22817, 1.73247, 5.42804)  0.4714
H (2.22207, 0.00618, 5.28896)  0.3807
H (2.99436, 1.08463, 4.03706)  0.2706
C (2.38579, 5.18885, 0.61035)  -1.5605
C (2.11831, 3.70995, 0.47399)  0.5182
O (1.22261, 3.47125, -0.60359)  -0.2830
P (0.88389, 1.95228, -0.99333)  -0.8124
O (0.20021, 1.21745, 0.08237)  0.8100
O (2.33097, 1.34672, -1.32803)  -0.2911
C (2.51548, -0.00001, -1.75984)  0.7726
C (3.35596, 0.02119, -3.01395)  -1.4580
O (0.16896, 1.98769, -2.40773)  -0.2912
C (-1.28209, 2.22507, -2.33001)  0.6659
C (-1.79476, 2.58806, -3.70194)  -1.5734
H (3.00686, 5.49581, -0.23414)  0.4438
H (1.48678, 5.80017, 0.68315)  0.2275
H (2.92550, 5.36346, 1.54294)  0.3907
H (3.07497, 3.19752, 0.35311)  0.3892
H (1.67101, 3.38738, 1.41764)  -0.2689
H (2.91846, -0.65032, -0.98151)  0.2271
H (1.52911, -0.41944, -1.97822)  -0.3999
H (4.38834, 0.26753, -2.75550)  0.3533
H (3.40796, -0.93957, -3.52976)  0.2336
H (2.93433, 0.76673, -3.68702)  0.3843
H (-1.75964, 1.32765, -1.93621)  0.1541
H (-1.47065, 3.06421, -1.66077)  -0.1296
H (-1.63037, 1.84240, -4.48062)  0.3065
H (-2.87456, 2.71572, -3.62170)  0.4052
H (-1.30137, 3.51425, -4.00154)  0.3807

* energy above the lowest of the compared OMol25 structures with the same formula, charge and spin: 0.000 eV
* calculated total energy: -3141.65809 hartree
* HOMO: -2.38 eV
* net charge: -1
* HOMO-LUMO gap: 4.4 eV


Below is a molecular structure, C32H25AsN3OPd, with properties calculated with ωB97M-V/def2-TZVPD.

Each line ends with the Mulliken charge.
Geometry (Å):
Pd (0.09541, 0.29547, 0.18164)  0.6495
C (2.10442, -3.30597, -0.72757)  -1.3100
C (1.59245, -2.05423, -0.10487)  0.2458
N (0.75259, -1.18759, -0.79640)  0.3561
N (0.40978, -1.27225, -2.05046)  -1.0929
C (-0.41840, -0.26481, -2.41487)  0.5662
O (-0.73155, 0.67538, -1.59396)  -0.8362
C (-0.94011, -0.26425, -3.77846)  0.5179
C (-1.81670, 0.74296, -4.18637)  -0.2144
C (-2.33853, 0.72423, -5.46586)  -0.8111
C (-1.99023, -0.29168, -6.34694)  -0.3371
C (-1.10909, -1.29026, -5.95137)  -0.7595
C (-0.58278, -1.28058, -4.67421)  -0.2036
C (1.85277, -1.62762, 1.19564)  0.7214
C (2.66991, -2.34123, 2.10890)  -0.8092
C (2.96162, -1.80146, 3.32738)  -0.4303
C (2.45754, -0.52938, 3.65696)  -0.8720
C (1.62549, 0.10983, 2.76508)  -0.3963
N (1.28306, -0.40694, 1.58479)  -0.1045
H (1.77749, -3.36186, -1.76212)  0.3272
H (1.73656, -4.18554, -0.19540)  0.3454
H (3.19518, -3.32976, -0.70170)  0.3591
H (-2.07735, 1.52855, -3.49168)  0.3493
H (-3.01895, 1.50321, -5.78344)  0.4225
H (-2.40332, -0.30389, -7.34704)  0.4047
H (-0.83324, -2.07372, -6.64411)  0.3978
H (0.10762, -2.04564, -4.35291)  0.4690
H (3.05872, -3.30727, 1.81846)  0.4010
H (3.57942, -2.33813, 4.03389)  0.4355
H (2.71300, -0.05985, 4.59485)  0.4389
H (1.20522, 1.07908, 2.99269)  0.8970
C (-2.49453, 5.78335, 3.69835)  -0.4872
C (-1.33120, 5.09520, 4.01070)  -0.7707
C (-0.96323, 3.98593, 3.26653)  -0.2041
C (-1.77496, 3.56033, 2.22179)  0.5848
C (-2.93420, 4.25051, 1.89750)  -0.2744
C (-3.29042, 5.36634, 2.64174)  -0.7597
As (-1.32376, 1.90505, 1.28452)  1.1953
C (-2.91839, 1.52863, 0.25682)  -0.0242
C (-3.33927, 2.15880, -0.90321)  -0.2855
C (-4.48653, 1.71304, -1.54388)  -0.7469
C (-5.17152, 0.61239, -1.04660)  -0.8135
C (-4.74340, -0.02782, 0.10632)  -0.6459
C (-3.62399, 0.44055, 0.78526)  0.5694
C (-3.12089, -0.06465, 2.07641)  0.4276
C (-3.71298, -1.05785, 2.84774)  -0.6085
C (-3.20036, -1.36321, 4.09907)  -0.8384
C (-2.10281, -0.67513, 4.59747)  -0.8047
C (-1.49305, 0.30902, 3.83123)  -0.4206
C (-1.99365, 0.60368, 2.57372)  0.4030
H (-2.78152, 6.64898, 4.28047)  0.3878
H (-0.70860, 5.42279, 4.83271)  0.4134
H (-0.04718, 3.45441, 3.49765)  0.2995
H (-3.56427, 3.91544, 1.08578)  0.3812
H (-4.19397, 5.90649, 2.39236)  0.4028
H (-2.77226, 2.99110, -1.30387)  0.5570
H (-4.84385, 2.21637, -2.43291)  0.4757
H (-6.05599, 0.25577, -1.55806)  0.4278
H (-5.28715, -0.88648, 0.47855)  0.4275
H (-4.58510, -1.58414, 2.48110)  0.4026
H (-3.66880, -2.13219, 4.69889)  0.4112
H (-1.72393, -0.89634, 5.58674)  0.4316
H (-0.64657, 0.85268, 4.23359)  0.3589

* expectation value of S²: 2.030
* spin multiplicity: 3
* calculated total energy: -3837.32080 hartree
* HOMO (spin up / spin down): -9.49 / -10.98 eV
* net charge: +1
* HOMO-LUMO gap (spin up / spin down): 6.6 / 5.5 eV


Below is a molecular structure, C2H4Br2NO, with properties calculated with ωB97M-V/def2-TZVPD.

Each line ends with the Mulliken charge.
Geometry (Å):
C (-0.28930, -1.61426, -0.15012)  0.1943
C (-0.45732, 0.29804, -0.34357)  -0.2245
N (0.67308, 0.88316, 0.44527)  -0.3595
O (0.38700, -1.91560, 0.72997)  -0.2946
Br (-0.34525, 0.61018, -2.26863)  0.0325
Br (-2.08946, 0.83951, 0.42591)  0.0707
H (-1.07009, -2.13346, -0.68491)  0.4217
H (1.65500, 0.48969, 0.27460)  0.4013
H (0.52295, 0.68650, 1.44845)  0.3823
H (1.01338, 1.85622, 0.12303)  0.3758

* energy above the lowest of the compared OMol25 structures with the same formula, charge and spin: 0.820 eV
* calculated total energy: -5356.28858 hartree
* HOMO: -14.15 eV
* net charge: +1
* HOMO-LUMO gap: 10.0 eV


Below is C6H6 in the gas phase, with properties calculated with ωB97M-V/def2-TZVPD.

Each line ends with the Mulliken charge.
Geometry (Å):
C (1.67504, 0.64599, -1.09204)  -1.0930
C (0.20973, 1.07613, -0.96102)  -0.3006
C (-0.55323, 0.09377, -0.19141)  -0.0056
C (-1.09095, -0.69480, 0.54932)  -0.1070
C (-1.69265, -1.49749, 1.49944)  -0.1257
C (-2.20443, -2.13063, 2.38917)  -0.2640
H (2.24955, 1.38715, -1.65531)  0.3317
H (2.12425, 0.53528, -0.10064)  0.3165
H (1.74704, -0.31758, -1.60447)  0.3135
H (-0.24201, 1.22987, -1.94779)  0.2628
H (0.14380, 2.03607, -0.43346)  0.2358
H (-2.65439, -2.64504, 3.20842)  0.4356

* energy above the lowest of the compared OMol25 structures with the same formula, charge and spin: 3.481 eV
* calculated total energy: -232.09841 hartree
* HOMO: -9.27 eV
* HOMO-LUMO gap: 10.3 eV